C28H68O14S10 | wB97M-V/def2-TZVPD

XYZ file:
```
120
Properties=species:S:1:pos:R:3
C -1.120 -1.566 21.368
S -1.769 -1.328 22.995
O -3.252 -1.094 22.910
C -1.574 -3.057 23.584
H -0.033 -1.365 21.390
H -1.590 -0.865 20.662
H -1.302 -2.600 20.994
H -1.938 -3.068 24.598
H -0.531 -3.307 23.648
H -1.990 -3.786 22.888
C -1.112 -5.814 15.800
S -1.202 -4.555 17.036
O -0.046 -3.646 16.884
C -2.595 -3.578 16.369
H -0.381 -6.534 16.123
H -0.835 -5.255 14.909
H -2.091 -6.360 15.723
H -2.220 -2.785 15.719
H -3.193 -3.232 17.154
H -3.180 -4.223 15.731
C -5.807 -8.963 16.856
S -4.116 -8.977 17.441
O -3.858 -7.518 17.803
C -4.434 -9.782 18.955
H -6.063 -10.011 16.542
H -5.860 -8.222 16.006
H -6.470 -8.493 17.573
H -3.567 -9.758 19.607
H -4.612 -10.849 18.821
H -5.192 -9.250 19.518
C -10.298 -4.732 22.796
S -10.009 -5.755 24.248
O -9.862 -7.235 23.765
C -8.277 -5.121 24.610
H -11.165 -5.198 22.289
H -9.335 -4.778 22.225
H -10.442 -3.691 23.115
H -7.654 -5.427 23.803
H -7.917 -5.642 25.551
H -8.377 -4.031 24.707
C -8.263 -3.240 15.270
S -6.531 -3.325 15.717
O -5.748 -2.709 14.588
C -6.581 -1.969 16.900
H -8.284 -3.901 14.439
H -8.480 -2.225 14.917
H -8.908 -3.610 16.093
H -7.307 -2.210 17.655
H -6.790 -1.049 16.296
H -5.601 -1.911 17.375
C 0.992 -7.280 21.555
S 0.080 -6.166 20.552
O -0.718 -5.320 21.454
C 1.355 -5.154 19.802
H 1.828 -7.758 21.114
H 0.306 -8.030 21.964
H 1.369 -6.721 22.374
H 0.780 -4.599 19.086
H 2.052 -5.910 19.352
H 1.874 -4.550 20.612
C -7.080 -8.920 24.640
C -7.956 -9.624 23.522
C -7.085 -9.534 22.274
S -5.411 -9.993 22.866
O -4.476 -8.987 22.442
O -5.137 -11.408 22.743
C -5.758 -9.638 24.592
H -7.538 -8.876 25.586
H -6.904 -7.918 24.272
H -8.926 -9.141 23.564
H -8.151 -10.681 23.763
H -6.988 -8.482 21.917
H -7.326 -10.225 21.409
H -4.998 -9.062 25.097
H -5.864 -10.582 25.114
C -10.588 -6.907 20.079
C -10.687 -6.299 18.632
C -9.600 -7.000 17.864
S -9.051 -8.509 18.675
O -7.813 -8.245 19.364
O -9.109 -9.687 17.852
C -10.300 -8.464 19.916
H -11.547 -6.768 20.582
H -9.766 -6.422 20.587
H -10.404 -5.218 18.524
H -11.701 -6.380 18.213
H -8.699 -6.433 17.780
H -9.894 -7.359 16.875
H -9.946 -8.920 20.826
H -11.168 -9.084 19.594
C -7.174 1.532 22.967
C -6.857 0.335 23.852
C -6.524 -0.748 22.876
S -7.612 -0.564 21.432
O -8.754 -1.456 21.528
O -6.824 -0.551 20.209
C -8.127 1.074 21.818
H -6.265 1.907 22.416
H -7.521 2.450 23.411
H -7.804 0.055 24.340
H -6.224 0.521 24.688
H -6.595 -1.740 23.210
H -5.551 -0.693 22.509
H -9.155 1.016 22.157
H -8.045 1.741 20.988
C -3.917 -4.506 20.455
C -3.918 -5.981 20.533
C -5.335 -6.271 19.984
S -6.453 -5.063 20.652
O -7.272 -5.572 21.711
O -7.161 -4.398 19.536
C -5.155 -4.000 21.205
H -3.809 -4.140 19.418
H -3.025 -4.055 20.955
H -3.760 -6.269 21.530
H -3.241 -6.573 19.893
H -5.778 -7.271 20.168
H -5.367 -6.047 18.948
H -5.134 -4.076 22.272
H -5.558 -3.028 20.971
```

The relative energy (zero: lowest compared OMol25 entry of this formula, charge and spin) comes out at 0.331 eV. Its net charge is 0.

Löwdin atomic charge list, values in e, 6 entries: -0.280, 0.834, -0.575, -0.239, 0.061, 0.063

C28H69BIN2O27P6 | wB97M-V/def2-TZVPD

XYZ file:
```
134
Properties=species:S:1:pos:R:3
C 0.269 2.055 -8.340
C 1.145 2.593 -7.348
C 2.002 3.356 -6.131
C 0.949 4.376 -5.383
C -0.249 5.139 -6.220
N -0.902 5.868 -5.064
B -2.137 6.768 -5.067
O -2.112 8.232 -5.300
O -3.437 6.074 -4.759
C -0.262 5.651 -3.701
I -1.086 6.602 -1.911
N 0.904 4.706 -3.907
C 1.743 4.240 -2.738
O 3.194 4.212 -2.983
C 3.746 3.240 -1.981
C 3.770 3.828 -0.450
C 2.466 3.367 0.470
H -0.738 1.868 -8.952
H 2.416 2.500 -5.448
H 2.876 3.947 -6.689
H -0.544 5.122 -7.353
H -2.851 8.581 -4.688
H -3.212 5.232 -4.230
H 1.572 5.035 -1.866
H 1.360 3.213 -2.309
H 4.889 3.108 -2.301
H 3.260 2.167 -2.086
H 3.948 5.007 -0.391
H 4.720 3.350 0.090
H 1.802 2.604 -0.162
H 1.794 4.345 0.562
H 2.763 2.955 1.526
C 1.288 -1.685 -1.550
O 2.691 -1.852 -1.520
P 3.275 -2.316 0.041
O 3.580 -0.841 0.332
O 4.595 -3.014 -0.664
C 4.440 -3.735 -1.873
O 3.858 -2.779 1.602
C 5.074 -2.214 2.068
H 0.987 -1.386 -2.555
H 0.800 -2.638 -1.305
H 0.977 -0.920 -0.836
H 4.606 -3.059 -2.714
H 3.452 -4.194 -1.947
H 5.194 -4.525 -1.914
H 4.906 -1.195 2.423
H 5.845 -2.223 1.293
H 5.427 -2.815 2.911
C 3.023 -2.924 4.959
O 3.846 -2.317 5.935
P 3.771 -3.120 7.465
O 2.717 -2.100 7.915
O 5.275 -2.546 7.836
C 6.272 -2.506 6.832
O 3.696 -3.924 8.995
C 3.691 -3.136 10.176
H 3.109 -2.367 4.025
H 3.358 -3.955 4.787
H 1.980 -2.927 5.284
H 6.247 -1.529 6.344
H 6.138 -3.300 6.094
H 7.252 -2.629 7.301
H 2.699 -2.708 10.341
H 4.442 -2.344 10.135
H 3.924 -3.789 11.021
C -2.714 -4.605 7.107
O -1.891 -3.998 8.082
P -1.967 -4.801 9.613
O -3.020 -3.781 10.063
O -0.463 -4.227 9.984
C 0.535 -4.187 8.979
O -2.042 -5.605 11.143
C -2.047 -4.817 12.323
H -2.629 -4.048 6.172
H -2.379 -5.636 6.934
H -3.757 -4.608 7.432
H 0.509 -3.211 8.491
H 0.400 -4.981 8.242
H 1.515 -4.310 9.448
H -3.038 -4.389 12.488
H -1.295 -4.025 12.283
H -1.813 -5.470 13.169
C 2.039 -2.167 -5.570
O 1.931 -3.365 -6.313
P 0.666 -4.395 -5.738
O 1.707 -5.161 -4.911
O 0.550 -5.083 -7.235
C 0.661 -4.267 -8.387
O -0.598 -5.426 -5.162
C -0.369 -6.826 -5.127
H 2.857 -1.569 -5.976
H 1.106 -1.595 -5.659
H 2.237 -2.384 -4.518
H 1.705 -4.242 -8.707
H 0.299 -3.253 -8.202
H 0.067 -4.707 -9.192
H 0.249 -7.086 -4.264
H 0.099 -7.182 -6.047
H -1.336 -7.326 -5.016
C -4.001 9.274 -1.744
O -4.965 9.925 -2.546
P -5.655 11.309 -1.771
O -6.826 10.431 -1.313
O -6.008 11.957 -3.249
C -5.075 11.826 -4.307
O -6.345 12.693 -0.995
C -7.734 12.938 -1.154
H -3.613 8.409 -2.284
H -3.170 9.962 -1.538
H -4.445 8.943 -0.802
H -5.309 10.925 -4.878
H -4.048 11.786 -3.940
H -5.173 12.688 -4.973
H -8.311 12.274 -0.505
H -8.048 12.818 -2.193
H -7.934 13.969 -0.850
C -5.481 -4.070 -0.015
O -4.676 -4.347 -1.144
P -3.228 -5.202 -0.737
O -2.482 -3.863 -0.703
O -3.166 -5.820 -2.268
C -4.365 -6.228 -2.903
O -1.780 -6.057 -0.330
C -0.577 -5.711 -0.998
H -6.369 -3.524 -0.338
H -5.796 -5.013 0.451
H -4.930 -3.468 0.711
H -4.765 -5.391 -3.479
H -5.106 -6.579 -2.182
H -4.138 -7.043 -3.595
H -0.163 -4.791 -0.578
H -0.731 -5.600 -2.074
H 0.146 -6.515 -0.834
```

Its net charge is +1.

Löwdin atomic charge list, values in e, 6 entries: 0.058, -0.097, -0.121, -0.035, 0.138, 0.004

C28H70BN3O15S10 | wB97M-V/def2-TZVPD

XYZ file:
```
127
Properties=species:S:1:pos:R:3
C 5.676 -2.890 -0.973
C 5.155 -1.642 -1.695
N 3.698 -1.540 -1.626
C 2.985 -2.231 -2.660
O 3.740 -2.971 -3.610
C 2.766 -3.424 -4.467
O 2.753 -4.509 -4.970
O 1.853 -2.440 -4.624
C 1.872 -1.548 -3.500
C 1.983 -0.075 -3.895
C 2.834 0.207 -5.130
S 4.619 0.323 -4.839
C 4.710 1.447 -3.517
N 5.606 1.405 -2.642
N 5.347 2.448 -1.754
C 4.310 3.025 -2.183
O 3.840 2.474 -3.307
B 0.539 -1.636 -2.614
O -0.674 -1.905 -3.238
O 0.589 -1.448 -1.269
C -0.230 -0.332 -0.857
H 6.649 -3.160 -1.369
H 4.983 -3.719 -1.033
H 5.843 -2.620 0.064
H 5.567 -1.551 -2.695
H 5.546 -0.796 -1.145
H 3.386 -0.587 -1.523
H 2.424 -3.013 -2.114
H 2.255 0.551 -3.053
H 0.972 0.239 -4.164
H 2.511 1.158 -5.542
H 2.665 -0.557 -5.879
H 3.889 3.885 -1.649
H -1.015 -1.075 -3.604
H 0.387 0.561 -0.864
H -0.551 -0.475 0.169
H -1.117 -0.227 -1.472
C 3.661 7.771 -1.914
S 4.561 6.477 -1.060
O 3.565 5.411 -0.738
C 4.857 7.391 0.454
H 3.346 7.377 -2.878
H 2.783 8.057 -1.335
H 4.312 8.631 -2.068
H 3.907 7.705 0.885
H 5.482 8.256 0.234
H 5.376 6.733 1.148
C -1.182 5.378 -3.656
S 0.340 6.292 -3.374
O -0.039 7.631 -2.853
C 0.757 6.495 -5.113
H -1.637 5.179 -2.688
H -1.861 5.974 -4.266
H -0.952 4.434 -4.151
H -0.051 7.015 -5.628
H 0.926 5.515 -5.561
H 1.669 7.084 -5.175
C -3.231 2.252 -5.417
S -2.311 2.575 -3.909
O -1.449 1.391 -3.645
C -3.678 2.397 -2.769
H -2.530 2.258 -6.249
H -3.713 1.277 -5.350
H -3.975 3.036 -5.562
H -4.103 1.401 -2.876
H -4.436 3.159 -2.955
H -3.284 2.511 -1.763
C 0.408 -1.526 5.189
S 0.350 -1.286 3.418
O -0.489 -0.077 3.155
C -0.666 -2.724 3.075
H 0.972 -0.702 5.625
H -0.604 -1.530 5.596
H 0.916 -2.472 5.412
H -1.608 -2.655 3.617
H -0.125 -3.625 3.368
H -0.864 -2.752 2.004
C -3.404 -0.277 1.601
S -4.774 -0.270 0.441
O -4.224 0.112 -0.896
C -5.600 1.174 1.120
H -2.733 -1.091 1.333
H -2.869 0.671 1.545
H -3.785 -0.441 2.608
H -4.924 2.029 1.096
H -5.909 0.963 2.143
H -6.477 1.382 0.510
C 4.527 -2.419 5.831
S 3.625 -3.973 5.820
O 2.246 -3.681 6.302
C 4.514 -4.723 7.189
H 4.097 -1.775 5.066
H 4.430 -1.945 6.808
H 5.575 -2.607 5.601
H 4.418 -4.098 8.077
H 5.563 -4.840 6.917
H 4.076 -5.700 7.380
C -0.703 1.705 8.025
S -1.592 0.143 7.996
O -2.976 0.416 8.454
C -0.711 -0.598 9.379
H -1.126 2.346 7.254
H -0.820 2.177 9.001
H 0.351 1.527 7.812
H -0.827 0.026 10.266
H 0.344 -0.702 9.122
H -1.139 -1.581 9.562
C -5.496 -5.540 2.306
S -3.772 -5.052 2.410
O -3.731 -3.716 3.069
C -3.548 -4.785 0.650
H -5.854 -5.719 3.318
H -6.077 -4.744 1.841
H -5.578 -6.455 1.721
H -4.261 -4.042 0.305
H -3.695 -5.725 0.120
H -2.530 -4.430 0.488
C -4.762 -2.592 -2.628
S -6.377 -3.225 -2.161
O -6.155 -4.479 -1.387
C -6.867 -3.709 -3.821
H -4.249 -2.263 -1.728
H -4.187 -3.379 -3.116
H -4.887 -1.741 -3.296
H -6.147 -4.421 -4.224
H -6.921 -2.823 -4.454
H -7.849 -4.175 -3.762
```

Its net charge is 0.

Löwdin atomic charge list, values in e, 6 entries: -0.076, -0.276, 0.049, -0.281, 0.086, -0.512

C28H72O8 | wB97M-V/def2-TZVPD

XYZ file:
```
108
Properties=species:S:1:pos:R:3
C 1.582 -2.041 -3.009
C 2.433 -2.075 -1.754
O 3.019 -0.806 -1.704
C 3.789 -0.509 -0.562
C 4.491 0.776 -0.885
H 1.138 -2.997 -3.285
H 0.736 -1.381 -2.819
H 2.139 -1.628 -3.850
H 1.835 -2.187 -0.850
H 3.133 -2.901 -1.881
H 3.086 -0.310 0.247
H 4.523 -1.290 -0.363
H 4.794 1.204 0.070
H 3.799 1.515 -1.291
H 5.320 0.667 -1.585
C -4.060 -1.882 5.167
C -3.301 -0.562 5.173
O -2.338 -0.587 4.174
C -1.812 0.674 3.819
C -0.662 0.365 2.798
H -4.786 -1.839 5.978
H -4.659 -1.989 4.262
H -3.444 -2.766 5.333
H -3.949 0.288 4.957
H -2.819 -0.429 6.142
H -2.624 1.186 3.301
H -1.416 1.280 4.634
H -0.198 1.277 2.422
H -1.045 -0.187 1.939
H 0.142 -0.254 3.195
C -2.189 -2.718 -2.908
C -2.255 -1.386 -3.596
O -0.911 -0.944 -3.937
C -0.906 0.232 -4.767
C 0.464 0.613 -5.227
H -3.115 -3.061 -2.448
H -1.740 -3.483 -3.543
H -1.467 -2.627 -2.096
H -2.817 -1.543 -4.517
H -2.723 -0.678 -2.912
H -1.619 0.271 -5.591
H -1.264 1.024 -4.110
H 1.178 0.505 -4.411
H 0.501 1.650 -5.560
H 0.819 0.002 -6.057
C -0.113 4.398 -0.338
C 0.887 3.299 -0.688
O 2.081 3.893 -1.186
C 3.097 2.885 -1.295
C 4.229 3.556 -2.109
H 0.235 5.120 0.400
H -0.432 5.017 -1.176
H -0.991 3.986 0.159
H 1.044 2.674 0.192
H 0.450 2.581 -1.382
H 3.349 2.555 -0.287
H 2.684 2.039 -1.845
H 5.020 2.830 -2.296
H 4.713 4.389 -1.598
H 3.844 3.886 -3.074
C -2.286 -2.260 -0.020
C -1.351 -2.471 1.126
C -0.953 -3.967 1.183
O -0.217 -1.720 0.913
H -2.864 -1.338 -0.094
H -3.044 -3.031 -0.157
H -1.708 -2.284 -0.944
H -1.864 -2.156 2.035
H -0.660 -4.392 0.223
H -1.766 -4.611 1.519
H -0.176 -4.083 1.939
H 0.270 -1.705 1.740
C 2.472 -2.793 1.559
C 1.861 -2.123 2.864
C 2.073 -0.605 2.839
O 0.464 -2.369 2.831
H 2.265 -3.863 1.588
H 3.556 -2.740 1.461
H 1.960 -2.427 0.669
H 2.285 -2.549 3.773
H 3.127 -0.367 2.699
H 1.703 -0.083 3.722
H 1.553 -0.168 1.987
H 0.120 -2.208 3.713
C -0.888 1.042 -1.952
C -0.315 0.038 -0.995
C 1.102 0.399 -0.492
O -1.113 -0.126 0.087
H -1.933 0.787 -2.128
H -0.329 1.099 -2.886
H -0.873 2.040 -1.513
H -0.253 -0.901 -1.544
H 1.604 -0.347 0.124
H 1.094 1.321 0.090
H 1.788 0.601 -1.315
H -0.949 -0.957 0.539
C -2.008 3.554 1.799
C -1.959 2.161 1.142
C -3.070 2.000 0.117
O -0.689 1.891 0.674
H -1.999 4.345 1.050
H -1.173 3.636 2.494
H -2.895 3.807 2.381
H -2.173 1.374 1.865
H -4.094 2.122 0.468
H -3.075 1.050 -0.419
H -2.854 2.784 -0.609
H -0.664 1.013 0.286
```

The relative energy (zero: lowest compared OMol25 entry of this formula, charge and spin) comes out at 0.000 eV. Its net charge is 0.

Löwdin atomic charge list, values in e, 6 entries: -0.048, -0.259, -0.204, -0.267, -0.081, 0.086

It is found that the energy values, taken in the order of the records, are -6142.61114, -5618.69780, -6408.20768, -1711.34937 Ha.